Record 1
Computed, not measured: a molecular structure, C15H26N2Zn at a distorted geometry, with wB97M-V/def2-TZVPD.

The value obtained for the frontier orbital gap is 1.91 eV. The calculation puts the HOMO energy at -15.303 eV. Its net charge is +2.

Atoms and positions in Å:
C1 4.7517 1.4187 1.0874
C2 3.7745 1.5261 -0.1576
C3 3.4355 0.1359 -0.8274
C4 3.5258 -1.0977 0.1031
C5 2.3258 -2.1004 -0.2890
C6 1.1350 -1.7190 0.6829
C7 -0.2440 -2.2765 0.1657
C8 -1.1511 -1.0409 -0.1796
C9 -2.6862 -1.4294 -0.0514
C10 -3.5771 -0.3121 0.5777
C11 -3.8865 0.8860 -0.3634
C12 -4.8722 1.8464 0.4326
C13 -4.4721 0.4401 -1.6812
N1 -4.9917 0.2905 -2.6659
C14 -2.6095 1.7882 -0.6895
C15 -2.0709 1.5027 -2.0749
N2 -1.6749 1.0553 -3.0214
H1 5.4600 0.5601 1.0331
H2 5.2925 2.4018 1.2030
H3 4.1050 1.2435 2.0038
H4 4.2835 2.1380 -0.9286
H5 2.8386 2.0335 0.1453
H6 4.1125 0.0067 -1.6949
H7 2.4140 0.2460 -1.2596
H8 3.3535 -0.8521 1.1752
H9 4.4919 -1.6392 0.0586
H10 2.6629 -3.1416 -0.1582
H11 2.0805 -1.8761 -1.3422
H12 1.3778 -2.1089 1.6915
H13 1.1718 -0.6124 0.7718
H14 -0.1414 -2.9687 -0.6879
H15 -0.7192 -2.8016 1.0262
H16 -1.0026 -0.7728 -1.2474
H17 -0.9171 -0.1543 0.4368
H18 -3.0768 -1.8396 -1.0031
H19 -2.7139 -2.2835 0.6689
H20 -4.5427 -0.7956 0.8558
H21 -3.1586 0.0874 1.5279
H22 -5.4140 2.5366 -0.2325
H23 -5.5364 1.1864 1.0201
H24 -4.2303 2.3902 1.1577
H25 -2.9451 2.8452 -0.7056
H26 -1.8310 1.7000 0.0852
Zn1 5.8723 1.5573 3.3508

Forces on the atoms, in the same order (eV/Å):
C 0.597 -0.166 1.638
C -0.424 -0.045 -0.933
C 1.005 -0.019 0.615
C -1.164 -0.015 0.070
C 0.386 0.434 0.364
C 1.080 -0.024 -0.226
C -0.508 0.742 0.865
C -0.441 0.057 -1.447
C 0.607 -0.769 1.089
C -0.064 -0.059 -0.435
C 0.258 0.539 -0.288
C 0.594 -1.037 0.225
C 1.382 1.221 4.311
N -1.443 -0.763 -2.938
C -0.515 0.405 -1.393
C -1.395 1.075 5.130
N 1.555 -1.226 -3.500
H -0.290 0.486 -0.444
H -0.244 -0.445 -0.351
H -0.004 0.046 -0.530
H -0.353 -0.080 0.622
H 0.715 -0.142 0.042
H -0.394 -0.112 0.465
H 0.497 0.064 0.403
H 0.195 0.041 -0.618
H -0.459 0.235 -0.325
H -0.439 0.386 -0.199
H -0.027 -0.522 0.484
H -0.282 0.109 -0.500
H -0.422 -0.581 -0.166
H -0.208 0.340 0.387
H 0.526 -0.076 -0.586
H 0.200 0.109 0.714
H -0.050 -0.682 -0.093
H 0.243 0.420 0.383
H -0.360 0.498 -0.412
H 0.577 0.202 -0.231
H -0.093 -0.243 -0.594
H 0.218 -0.353 0.322
H -0.091 0.681 -0.417
H -0.527 -0.138 -0.427
H 0.211 -0.569 0.093
H -0.307 -0.050 -0.447
Zn -0.337 0.027 -0.719

Listed below, in e, are the Mulliken charges computed for each atom: number 1, C, carries -1.084; number 2, C, carries -0.659; number 3, C, carries -0.606; number 4, C, carries -0.619; number 5, C, carries -0.843; number 6, C, carries -0.576; number 7, C, carries -0.777; number 8, C, carries -0.303; number 9, C, carries -0.738; number 10, C, carries -1.319; number 11, C, carries 1.816; number 12, C, carries -1.575; number 13, C, carries -0.486; number 14, N, carries -0.386; number 15, C, carries -0.643; number 16, C, carries 0.084; number 17, N, carries -0.429; number 18, H, carries 0.596; number 19, H, carries 0.416; number 20, H, carries 0.314; number 21, H, carries 0.366; number 22, H, carries 0.336; number 23, H, carries 0.411; number 24, H, carries 0.302; number 25, H, carries 0.399; number 26, H, carries 0.463; number 27, H, carries 0.366; number 28, H, carries 0.455; number 29, H, carries 0.303; number 30, H, carries 0.286; number 31, H, carries 0.446; number 32, H, carries 0.445; number 33, H, carries 0.181; number 34, H, carries 0.246; number 35, H, carries 0.441; number 36, H, carries 0.520; number 37, H, carries 0.461; number 38, H, carries 0.397; number 39, H, carries 0.405; number 40, H, carries 0.412; number 41, H, carries 0.396; number 42, H, carries 0.546; number 43, H, carries 0.318; number 44, Zn, carries 0.915

---

Record 2
Computed, not measured: a molecular structure, C15H26NO2PPb at a distorted geometry, with wB97M-V/def2-TZVPD.

The value obtained for the frontier orbital gap is 6.00 eV. The calculation puts the HOMO energy at -6.241 eV. Its net charge is 0.

Atoms and positions in Å:
C1 0.4321 2.9422 -2.3114
C2 -0.8399 2.5021 -1.9950
C3 -1.0536 1.5813 -0.9630
C4 0.0564 1.1787 -0.3019
C5 1.3530 1.5271 -0.5935
C6 1.5440 2.4485 -1.6143
C7 -2.4508 1.0614 -0.7443
C8 -2.5353 -0.4444 -0.4353
N1 -2.7093 -1.2874 -1.5830
Pb1 -0.1255 -0.2707 1.3615
C9 2.5496 0.8579 0.0720
P1 2.1259 -0.9370 0.3000
H1 -1.7030 2.8401 -2.5582
H2 2.5544 2.7496 -1.8880
H3 0.5786 3.6675 -3.1175
H4 2.7708 1.2794 1.0715
H5 3.4619 0.9255 -0.5380
H6 -2.9538 1.5708 0.1026
H7 -3.0607 1.2637 -1.6387
H8 -1.5979 -0.7846 0.0960
C10 3.3579 -1.7293 1.2608
C11 2.0531 -1.6310 -1.3289
H9 -3.3516 -0.6361 0.2642
C12 -1.5574 -1.3984 -2.4729
C13 -3.2796 -2.5954 -1.2498
H10 0.1607 -1.2388 2.9667
H11 -1.8295 -1.9912 -3.3561
H12 -1.2338 -0.4087 -2.8018
H13 -0.7031 -1.9013 -1.9792
H14 -3.5170 -3.1413 -2.1635
H15 -2.5853 -3.2038 -0.6490
H16 -4.1955 -2.4443 -0.6726
H17 3.0639 -1.5943 -1.7560
H18 1.7175 -2.6785 -1.2825
H19 1.3659 -1.0766 -1.9776
H20 4.3087 -1.6494 0.7214
H21 3.4654 -1.2719 2.2540
H22 3.1121 -2.7926 1.3950
H23 -0.3754 -1.7743 2.4483
C14 -0.1178 1.1488 4.3845
C15 0.6887 1.9281 3.3917
O1 1.3809 2.8900 3.7388
O2 0.6522 1.6005 2.1379
H24 0.5541 0.5995 5.0595
H25 -0.8510 0.4503 3.9620
H26 -0.6810 1.8684 4.9838

Forces on the atoms, in the same order (eV/Å):
C 0.425 0.253 -0.056
C -0.396 0.152 -0.116
C -0.206 1.314 -1.610
C 0.697 -1.806 0.494
C 0.508 0.934 -1.263
C 0.204 0.105 -0.264
C -0.419 -0.243 0.531
C 0.743 -0.382 -0.226
N -0.827 -0.626 -1.137
Pb -2.474 3.808 -3.400
C 0.313 -0.433 0.167
P -0.922 1.906 0.380
H 0.092 0.174 -0.176
H -0.174 0.092 -0.087
H -0.061 -0.286 0.272
H -0.199 -0.154 -0.407
H -0.207 0.138 0.036
H 0.374 0.031 -0.391
H 0.124 -0.069 0.309
H -1.921 0.103 -1.165
C 1.432 -0.793 0.309
C 0.358 -0.760 -0.814
H -0.019 -0.013 -0.042
C -0.385 -0.003 0.359
C 0.352 0.671 -0.005
H -0.805 -4.957 2.000
H 0.032 0.158 0.207
H 0.008 -0.065 0.050
H -0.046 0.035 -0.005
H 0.001 0.018 0.031
H 0.016 -0.130 0.053
H 0.074 -0.099 -0.091
H -0.194 -0.094 -0.120
H 0.150 0.311 -0.053
H 0.173 0.036 0.312
H 0.131 -0.177 0.291
H -0.127 -0.029 -0.355
H 0.086 0.295 -0.036
H 2.431 0.313 4.382
C -0.381 -0.241 0.764
C 1.512 1.890 -0.021
O -0.832 -1.015 0.346
O 0.225 -0.557 0.740
H -0.178 0.199 -0.164
H 0.188 0.116 -0.101
H 0.125 -0.120 0.071

Listed below, in e, are the Mulliken charges computed for each atom: number 1, C, carries -0.936; number 2, C, carries -0.629; number 3, C, carries -0.423; number 4, C, carries 1.159; number 5, C, carries 0.840; number 6, C, carries -0.767; number 7, C, carries -1.341; number 8, C, carries 0.040; number 9, N, carries -0.103; number 10, Pb, carries 0.600; number 11, C, carries -1.502; number 12, P, carries 0.867; number 13, H, carries 0.375; number 14, H, carries 0.416; number 15, H, carries 0.368; number 16, H, carries 0.314; number 17, H, carries 0.576; number 18, H, carries 0.427; number 19, H, carries 0.296; number 20, H, carries -0.160; number 21, C, carries -1.196; number 22, C, carries -1.317; number 23, H, carries 0.484; number 24, C, carries -0.625; number 25, C, carries -0.959; number 26, H, carries -0.197; number 27, H, carries 0.441; number 28, H, carries 0.213; number 29, H, carries 0.021; number 30, H, carries 0.317; number 31, H, carries 0.275; number 32, H, carries 0.340; number 33, H, carries 0.431; number 34, H, carries 0.377; number 35, H, carries 0.257; number 36, H, carries 0.392; number 37, H, carries 0.327; number 38, H, carries 0.374; number 39, H, carries 0.267; number 40, C, carries -0.956; number 41, C, carries 0.671; number 42, O, carries -0.666; number 43, O, carries -0.489; number 44, H, carries 0.255; number 45, H, carries 0.258; number 46, H, carries 0.285